DFT (ωB97M-V/def2-TZVPD) results for a structure of composition C5H12N2 in a non-equilibrium geometry.

Computed properties:
HOMO energy	-5.8724	eV
strongest force on any atom	1.94	eV/Å
lowest unoccupied orbital energy	0.678	eV
Kohn-Sham gap	6.551	eV
energy relative to the best compared isomer or geometry (same formula, charge and spin)	4.321	eV

Structure (ORCA input):
```
! RIJCOSX wB97M-V def2-TZVPD def2/J DEFGRID3
* xyz 0 1
C -1.369 0.746 0.748
C 0.885 0.513 -1.373
C 2.186 -0.638 0.493
C 0.907 0.010 0.043
N -1.704 -1.382 0.484
N -1.768 1.417 -0.335
C -0.236 -0.143 0.827
H -1.839 1.054 1.674
H -2.433 2.165 -0.230
H -1.776 -1.638 -0.499
H -1.569 -2.218 1.051
H -1.492 1.105 -1.252
H -0.059 -0.472 1.846
H 0.649 1.583 -1.445
H 1.857 0.376 -1.850
H 2.169 -0.874 1.560
H 2.376 -1.584 -0.038
H 0.164 -0.025 -2.012
H 3.053 0.006 0.307
*
```